Below is a cluster of 6 separate species, C36H90N6O12 in total at a distorted geometry, with properties calculated with the ωB97M-V functional and the def2-TZVPD basis.

Bonds (Å) are listed after each position.
Cartesian coordinates (Å):
1 C 2.417 3.096 -3.407  O2 1.399, H10 1.092, H11 1.115, H12 1.091
2 O 3.348 2.390 -4.177  C1 1.399, C3 1.409
3 C 4.279 1.663 -3.410  O2 1.409, C4 1.524, H13 1.098, H14 1.096
4 C 5.063 0.763 -4.357  C3 1.524, N5 1.454, H15 1.099, H16 1.092
5 N 5.585 -0.383 -3.629  C4 1.454, C6 1.445, H17 1.009
6 C 6.131 -1.451 -4.435  N5 1.445, C7 1.513, H18 1.106, H19 1.095
7 C 6.998 -2.389 -3.624  C6 1.513, O8 1.400, H20 1.105, H21 1.102
8 O 8.342 -2.132 -3.918  C7 1.400, C9 1.411
9 C 9.256 -2.766 -3.049  O8 1.411, H22 1.091, H23 1.094, H24 1.095
10 H 2.752 3.729 -2.585  C1 1.092
11 H 1.744 2.375 -2.887  C1 1.115
12 H 1.637 3.464 -4.076  C1 1.091
13 H 3.724 0.984 -2.749  C3 1.098
14 H 4.971 2.317 -2.867  C3 1.096
15 H 5.869 1.328 -4.845  C4 1.099
16 H 4.369 0.358 -5.096  C4 1.092
17 H 6.151 -0.126 -2.834  N5 1.009
18 H 6.806 -1.072 -5.226  C6 1.106
19 H 5.329 -1.902 -5.029  C6 1.095
20 H 6.704 -3.441 -3.790  C7 1.105
21 H 6.797 -2.312 -2.544  C7 1.102
22 H 10.139 -2.127 -3.004  C9 1.091
23 H 9.539 -3.746 -3.442  C9 1.094
24 H 8.902 -2.871 -2.019  C9 1.095
25 C -4.775 -3.302 -4.576  O26 1.394, H34 1.096, H35 1.091, H36 1.108
26 O -3.692 -2.567 -4.097  C25 1.394, C27 1.418
27 C -3.798 -2.103 -2.761  O26 1.418, C28 1.525, H37 1.095, H38 1.090
28 C -3.815 -3.222 -1.726  C27 1.525, N29 1.446, H39 1.093, H40 1.098
29 N -5.145 -3.680 -1.389  C28 1.446, C30 1.475, H41 1.010
30 C -5.167 -4.640 -0.269  N29 1.475, C31 1.509, H42 1.098, H43 1.087
31 C -5.261 -3.868 1.023  C30 1.509, O32 1.410, H44 1.102, H45 1.097
32 O -5.193 -4.758 2.115  C31 1.410, C33 1.411
33 C -5.423 -4.101 3.342  O32 1.411, H46 1.095, H47 1.087, H48 1.099
34 H -4.692 -4.371 -4.344  C25 1.096
35 H -4.920 -3.101 -5.639  C25 1.091
36 H -5.775 -3.028 -4.188  C25 1.108
37 H -4.684 -1.461 -2.694  C27 1.095
38 H -2.914 -1.501 -2.549  C27 1.090
39 H -3.443 -2.745 -0.816  C28 1.093
40 H -3.150 -4.030 -2.057  C28 1.098
41 H -5.639 -4.124 -2.149  N29 1.010
42 H -4.243 -5.233 -0.281  C30 1.098
43 H -6.034 -5.277 -0.430  C30 1.087
44 H -6.244 -3.375 1.091  C31 1.102
45 H -4.518 -3.061 1.050  C31 1.097
46 H -4.894 -3.146 3.421  C33 1.095
47 H -5.106 -4.751 4.153  C33 1.087
48 H -6.501 -3.905 3.424  C33 1.099
49 C -1.845 -1.710 13.142  O50 1.404, H58 1.088, H59 1.092, H60 1.102
50 O -0.613 -2.158 12.641  C49 1.404, C51 1.417
51 C 0.486 -1.657 13.381  O50 1.417, C52 1.519, H61 1.100, H62 1.094
52 C 1.723 -1.925 12.541  C51 1.519, N53 1.446, H63 1.102, H64 1.095
53 N 1.800 -1.146 11.325  C52 1.446, C54 1.464, H65 1.011
54 C 1.922 -1.914 10.084  N53 1.464, C55 1.526, H66 1.091, H67 1.093
55 C 0.892 -1.449 9.059  C54 1.526, O56 1.409, H68 1.100, H69 1.100
56 O 1.091 -0.180 8.481  C55 1.409, C57 1.419
57 C 2.328 -0.023 7.804  O56 1.419, H70 1.099, H71 1.091, H72 1.084
58 H -2.638 -2.002 12.456  C49 1.088
59 H -1.862 -0.636 13.336  C49 1.092
60 H -2.069 -2.246 14.077  C49 1.102
61 H 0.615 -2.282 14.277  C51 1.100
62 H 0.369 -0.617 13.700  C51 1.094
63 H 1.577 -2.990 12.296  C52 1.102
64 H 2.633 -1.961 13.148  C52 1.095
65 H 0.991 -0.545 11.238  N53 1.011
66 H 1.835 -2.986 10.265  C54 1.091
67 H 2.908 -1.716 9.654  C54 1.093
68 H -0.048 -1.395 9.629  C55 1.100
69 H 0.612 -2.176 8.281  C55 1.100
70 H 2.440 -0.893 7.142  C57 1.099
71 H 3.123 -0.057 8.550  C57 1.091
72 H 2.332 0.905 7.244  C57 1.084
73 C 0.084 -1.911 4.122  O74 1.400, H82 1.100, H83 1.087, H84 1.104
74 O -0.786 -0.882 3.741  C73 1.400, C75 1.417
75 C -0.059 0.330 3.653  O74 1.417, C76 1.526, H85 1.103, H86 1.097
76 C -0.966 1.481 3.229  C75 1.526, N77 1.461, H87 1.090, H88 1.093
77 N -1.482 1.323 1.871  C76 1.461, C78 1.452, H89 1.017
78 C -0.544 1.614 0.801  N77 1.452, C79 1.505, H90 1.099, H91 1.097
79 C -0.990 0.880 -0.435  C78 1.505, O80 1.419, H92 1.096, H93 1.112
80 O -0.068 1.069 -1.497  C79 1.419, C81 1.415
81 C -0.418 0.271 -2.612  O80 1.415, H94 1.096, H95 1.093, H96 1.094
82 H 0.952 -1.910 3.445  C73 1.100
83 H -0.298 -2.927 4.173  C73 1.087
84 H 0.498 -1.695 5.122  C73 1.104
85 H 0.682 0.208 2.845  C75 1.103
86 H 0.441 0.526 4.609  C75 1.097
87 H -0.341 2.371 3.296  C76 1.090
88 H -1.821 1.420 3.908  C76 1.093
89 H -1.775 0.352 1.799  N77 1.017
90 H 0.516 1.400 0.994  C78 1.099
91 H -0.579 2.697 0.631  C78 1.097
92 H -2.014 1.011 -0.802  C79 1.096
93 H -0.971 -0.197 -0.161  C79 1.112
94 H -1.296 0.611 -3.173  C81 1.096
95 H -0.454 -0.780 -2.311  C81 1.093
96 H 0.424 0.451 -3.286  C81 1.094
97 C 1.140 8.878 -1.809  O98 1.414, H106 1.095, H107 1.086, H108 1.098
98 O 1.281 7.778 -0.933  C97 1.414, C99 1.408
99 C 0.645 6.630 -1.443  O98 1.408, C100 1.516, H109 1.101, H110 1.096
100 C 0.934 5.457 -0.527  C99 1.516, N101 1.449, H111 1.109, H112 1.091
101 N 0.692 5.847 0.847  C100 1.449, C102 1.453, H113 1.012
102 C 1.258 4.905 1.797  N101 1.453, C103 1.503, H114 1.102, H115 1.091
103 C 0.902 5.208 3.225  C102 1.503, O104 1.421, H116 1.096, H117 1.105
104 O 1.003 4.026 4.006  C103 1.421, C105 1.406
105 C 0.925 4.264 5.390  O104 1.406, H118 1.094, H119 1.095, H120 1.092
106 H 1.265 8.604 -2.861  C97 1.095
107 H 1.864 9.637 -1.528  C97 1.086
108 H 0.124 9.286 -1.716  C97 1.098
109 H 1.133 6.390 -2.401  C99 1.101
110 H -0.428 6.740 -1.632  C99 1.096
111 H 2.010 5.210 -0.637  C100 1.109
112 H 0.400 4.541 -0.783  C100 1.091
113 H 1.063 6.776 0.994  N101 1.012
114 H 2.348 4.879 1.638  C102 1.102
115 H 0.881 3.915 1.533  C102 1.091
116 H -0.056 5.722 3.367  C103 1.096
117 H 1.643 5.914 3.643  C103 1.105
118 H 1.069 3.273 5.831  C105 1.094
119 H -0.077 4.560 5.717  C105 1.095
120 H 1.717 4.920 5.757  C105 1.092
121 C -4.513 -1.710 -12.998  O122 1.413, H130 1.095, H131 1.094, H132 1.089
122 O -3.896 -0.820 -12.090  C121 1.413, C123 1.412
123 C -3.566 -1.422 -10.856  O122 1.412, C124 1.517, H133 1.101, H134 1.092
124 C -2.902 -0.376 -9.982  C123 1.517, N125 1.450, H135 1.099, H136 1.099
125 N -2.181 -0.966 -8.871  C124 1.450, C126 1.445, H137 1.011
126 C -2.288 -0.224 -7.635  N125 1.445, C127 1.501, H138 1.095, H139 1.102
127 C -1.411 -0.863 -6.598  C126 1.501, O128 1.411, H140 1.102, H141 1.101
128 O -0.041 -0.834 -6.931  C127 1.411, C129 1.400
129 C 0.621 -1.863 -6.252  O128 1.400, H142 1.098, H143 1.091, H144 1.098
130 H -5.147 -2.442 -12.486  C121 1.095
131 H -3.758 -2.237 -13.588  C121 1.094
132 H -5.162 -1.119 -13.642  C121 1.089
133 H -2.779 -2.171 -11.037  C123 1.101
134 H -4.424 -1.866 -10.347  C123 1.092
135 H -3.665 0.316 -9.597  C124 1.099
136 H -2.286 0.349 -10.531  C124 1.099
137 H -1.208 -1.115 -9.101  N125 1.011
138 H -3.313 -0.297 -7.258  C126 1.095
139 H -2.086 0.850 -7.772  C126 1.102
140 H -1.805 -1.886 -6.492  C127 1.102
141 H -1.520 -0.494 -5.566  C127 1.101
142 H 0.640 -1.708 -5.165  C129 1.098
143 H 1.656 -1.986 -6.575  C129 1.091
144 H 0.143 -2.826 -6.469  C129 1.098

Computed properties:
Relative energy (zero: lowest compared OMol25 entry of this formula, charge and spin), kcal per mole: 296.7
SMILES string: COCCNCCOC.COCCNCCOC.COCCNCCOC.COCCNCCOC.COCCNCCOC.COCCNCCOC
HOMO energy, Ha: -0.311
HOMO-LUMO gap, eV: 9.13
Total energy, eV: -72291.8829

These are the Mulliken partial charges, in e, on atoms 1 to 2:
1. C -0.56
2. O -0.34